DFT (the ωB97M-V functional and the def2-TZVPD basis) results for a 3-piece molecular cluster, CH9N3O2 overall.

```
15
Properties=species:S:1:pos:R:3:forces:R:3
H 1.557819 1.045886 -2.463022 0.269 -0.029 0.305
O -1.940767 1.732524 -1.073119 -0.137 -0.073 0.593
H 0.570634 0.420189 -0.189944 -0.301 0.007 0.037
H -1.074018 -1.617948 -0.060745 -0.143 -0.617 -0.253
H 0.493109 0.996259 1.402114 -0.077 -0.553 0.471
C 0.441262 -1.140808 1.067134 -1.855 1.656 3.080
N 0.410752 -1.568643 2.277179 0.168 -0.902 -0.650
H 0.164800 -2.848050 0.077745 -0.690 -0.513 0.154
H -2.344710 2.594257 -1.180561 -0.085 0.142 -0.080
H 1.057780 1.797473 -1.176481 0.430 0.091 0.028
H -1.691361 1.451162 -1.949660 0.288 -0.047 -0.418
N 0.610279 0.207880 0.791687 0.511 -0.361 -1.841
H 0.586490 -0.843939 2.959822 0.619 0.147 -0.035
O 0.877685 1.613494 -2.096756 -0.590 0.122 -0.571
N -0.107801 -1.889174 0.023046 1.592 0.931 -0.819
```
Positions in Å, forces in eV/Å.

highest occupied orbital energy: -8.78 eV
LUMO: 0.6 eV
largest force on an atom: 3.96 eV Å⁻¹
SMILES: N=C(N)N.O.O
multiplicity: 1
energy relative to the best compared isomer or geometry (same formula, charge and spin): 1.167 eV
HOMO-LUMO gap: 0.345 Eh
molar mass: 95.1 g/mol

Here are the natural (NBO) charges for atoms 1 to 6, given in e: 0.48 -0.95 0.38 0.40 0.40 0.57

---

DFT (the ωB97M-V functional and the def2-TZVPD basis) results for a 7-piece molecular cluster, C48H58BrI2N10O6P4 overall.

```
129
Properties=species:S:1:pos:R:3:forces:R:3
C 5.950168 8.117322 0.052353 0.124 -0.015 0.029
N -9.244475 -0.582228 6.514839 0.019 -0.036 0.128
C -3.980964 2.264133 -1.767411 -0.014 0.026 -0.021
C -9.093336 -1.859968 6.858623 0.008 -0.001 -0.103
C 3.947516 -3.586207 -3.445759 -0.023 -0.617 -0.202
C 2.768712 -0.029604 -0.841333 -0.267 -0.230 0.146
C 5.018067 -5.709798 -1.627563 -0.266 -0.291 -0.409
H 2.133303 -1.224262 -2.490160 0.183 -0.103 -0.094
H 4.483490 -6.650645 -1.651968 -0.108 -0.140 0.077
C -2.177915 2.153265 -0.216247 0.028 -0.027 0.050
I -0.233350 -7.795602 -0.435637 -0.010 0.169 -0.117
C 5.672766 6.761309 -0.018026 -0.055 0.067 -0.016
C 3.700436 8.522329 -0.616250 -0.073 0.011 -0.024
H 2.070235 5.111068 -5.966707 -0.012 0.040 0.024
C 2.237444 4.386784 -2.677216 -0.051 0.008 0.100
O -1.051263 -2.776071 -6.164827 -0.480 0.049 0.392
C -4.882072 -4.270844 -0.716494 0.583 -0.093 0.347
N 2.322431 -4.529214 -1.111943 -0.629 -0.073 -0.365
C -4.142168 0.897529 -1.603290 0.051 0.047 -0.045
C 0.583050 -2.800903 -0.928734 0.403 0.280 0.692
H -3.266133 -3.838173 -2.086092 -0.037 0.109 -0.132
H -9.365153 -1.703368 10.213915 -0.001 0.000 0.002
C 1.998097 -9.330036 -1.795751 -0.394 -0.183 0.391
C 1.967655 5.126624 -3.816021 0.004 -0.034 -0.023
C 2.795566 3.125758 -2.817580 -0.092 0.047 -0.005
H 0.237879 -0.888583 -0.080783 0.024 0.209 0.132
P -0.662143 -3.254748 -3.353916 -0.203 1.139 0.500
H 3.500577 1.682027 -4.248604 0.018 -0.005 0.067
H -9.003107 -3.365594 8.386390 0.000 -0.009 -0.017
H 1.290108 0.271039 -2.255922 -0.001 0.084 -0.208
N 2.804297 3.357636 -5.203010 -0.026 0.011 0.039
H 2.885448 9.194859 -0.860884 0.030 0.039 0.005
C 3.059661 2.662196 -4.097428 0.019 -0.077 -0.063
C -6.450298 0.153056 1.073087 -0.070 -0.103 -0.056
H -4.440681 -5.384617 2.471004 -0.136 -0.074 0.116
H -5.651852 -4.000519 -1.418810 -0.194 0.042 -0.026
H 4.137222 5.320338 -0.465230 0.089 -0.025 0.011
H 1.535497 6.115351 -3.750539 0.022 0.015 -0.003
H -0.520677 -3.111214 0.925828 0.078 -0.117 0.134
H -1.378849 2.618027 0.351097 -0.025 0.053 -0.009
C 7.707817 11.540807 1.683818 0.007 -0.008 -0.113
C -9.129638 -2.314507 8.167368 -0.005 0.024 0.008
H 5.699978 -5.705368 -2.475681 0.034 0.054 -0.152
H -6.225908 -4.751183 0.881935 -0.118 0.007 -0.017
H 3.699615 -4.410328 2.376577 0.321 0.093 0.041
H 2.985945 -0.584738 1.110667 0.281 0.227 0.182
O 3.785887 0.314142 -1.358287 1.225 -0.092 -0.460
H -2.818395 3.972696 -1.158406 0.016 0.005 0.009
C -2.860048 -4.992054 1.087127 -0.487 0.165 -0.441
C 8.524379 9.658706 2.660837 0.033 -0.047 -0.069
I 3.094077 -7.353851 -4.128598 -0.267 0.174 -0.099
C -0.687490 -3.183150 -0.149215 -0.423 0.045 -0.727
C 1.903623 -3.310738 -0.309549 0.278 -0.536 -0.410
C -3.293290 0.236709 -0.730228 0.121 -0.080 0.043
C 1.325561 -4.651840 -2.055797 0.839 0.866 0.878
N 8.263820 10.338619 1.545579 -0.054 -0.001 0.085
H 0.225076 -5.672877 -3.334354 -0.082 0.081 0.003
C -9.488867 -0.055929 8.840274 -0.003 -0.028 -0.006
H -6.390256 1.582367 4.124269 -0.004 0.001 0.005
C -6.677040 0.928202 3.310647 0.016 0.006 -0.001
H 3.024793 2.513426 -1.957619 0.095 0.020 -0.001
H -8.795840 -1.564668 2.495678 -0.021 0.023 0.048
H 8.480264 9.533694 4.803714 0.013 -0.014 -0.007
O -1.197724 -4.444163 -0.546764 -0.175 0.113 -0.003
N -2.323931 0.839766 -0.042940 0.115 -0.076 -0.068
O 0.516651 -4.755607 -5.934107 0.729 0.140 0.767
C 0.483915 -1.283494 -1.060607 0.542 -0.187 -0.595
H 4.517265 -2.662709 -3.429688 0.051 0.174 0.097
N 3.417359 7.223009 -0.690370 0.023 -0.013 -0.001
P 2.018910 -3.374546 1.531826 -0.268 0.739 0.248
H -5.984770 0.186116 0.096409 0.017 0.060 0.026
C 4.397250 6.371696 -0.394632 -0.095 -0.101 -0.013
H 6.932593 8.470113 0.340035 -0.011 0.046 -0.017
P 3.995223 -4.206325 -1.716020 0.854 0.962 1.111
H 5.118296 10.084746 -0.213006 -0.006 0.007 0.003
C -2.558984 -4.540957 -0.195381 0.301 -0.314 0.422
H 6.427295 6.021689 0.211866 -0.008 -0.019 -0.009
H 1.470114 -9.993383 -1.122724 -0.047 -0.126 0.097
H -2.061397 -5.266881 1.756106 0.119 -0.010 0.104
H 6.944752 13.089966 2.959839 -0.002 0.006 -0.020
C 7.670160 11.385044 4.058067 -0.013 0.018 0.043
C -7.686759 -0.005477 3.481427 0.017 0.012 0.026
C -6.042292 1.011683 2.081208 0.005 0.014 0.019
N 2.583329 0.146838 0.543504 -0.509 0.106 -0.124
H 1.628202 0.338589 0.807523 -0.092 -0.324 0.149
C 1.635011 -7.014273 -2.641061 0.685 0.056 -0.195
P 0.072547 -3.303856 -5.400563 -0.792 0.025 -1.313
H -4.910508 0.356279 -2.138558 0.003 -0.016 0.004
H 5.622414 -5.653101 -0.731239 -0.050 0.062 0.259
H 3.008286 -9.236064 -1.407593 0.263 0.009 -0.222
H -8.210326 -0.102094 4.424985 -0.030 -0.016 -0.034
H -1.443837 -2.436139 -0.390186 -0.111 0.157 0.036
C -8.012947 -0.819247 2.405592 -0.002 -0.036 -0.063
H 2.064796 -2.875210 -6.051581 0.151 0.172 -0.021
C -4.197627 -5.063141 1.472311 0.366 0.171 -0.488
C -5.194187 -4.701466 0.570743 -0.056 0.013 -0.028
N 0.997901 -5.749421 -2.688192 0.086 -0.250 -0.494
C 1.675058 -0.602783 -1.728202 -0.720 0.604 0.652
C 2.267733 4.566980 -5.049685 0.009 -0.012 -0.067
H 1.978831 -9.797300 -2.774285 0.260 0.043 -0.216
H -3.388907 -0.833187 -0.565288 -0.095 0.006 -0.025
Br 0.879926 -5.150892 2.264508 0.230 -0.207 -0.262
C 4.943666 9.018381 -0.254048 -0.019 -0.039 0.005
H -1.378592 -4.472424 -3.278866 0.327 -0.209 -0.188
H -5.249047 1.726489 1.904534 0.005 -0.008 -0.028
C -2.978998 2.908404 -1.058899 -0.024 -0.032 -0.011
H -8.934850 -2.551010 6.037278 0.002 -0.038 0.031
O 1.387404 -2.435471 -5.517513 0.360 -0.570 0.363
C 7.393746 12.107808 2.909428 0.010 -0.023 0.012
C -9.331159 -1.389610 9.178727 0.001 -0.014 0.045
C -9.439212 0.293121 7.499685 -0.008 0.067 -0.093
H 2.017635 4.789992 -1.696240 0.022 0.062 -0.022
H -9.562110 1.325717 7.191907 -0.004 0.015 0.047
H 2.955320 -3.338252 -3.808322 -0.184 -0.042 0.007
H 7.439606 11.791713 5.034168 0.000 0.001 0.002
H -9.648156 0.699220 9.597192 -0.006 0.017 -0.010
N 0.688931 -3.457911 -2.248811 -1.533 -1.502 -0.668
C 1.323177 -7.997363 -1.812529 -0.273 -0.129 0.287
H -0.388323 -1.090297 -1.679060 -0.243 0.029 0.031
H -4.625311 2.818010 -2.437305 -0.002 0.001 -0.002
C -3.544131 -4.174485 -1.100527 -0.060 -0.247 0.330
H 2.688646 -2.580787 -0.518337 0.034 0.264 0.166
H 8.979239 8.683848 2.520372 0.000 -0.009 0.051
H 4.436059 -4.259282 -4.147261 -0.133 -0.154 -0.089
O 3.570972 -3.867234 1.586978 -0.206 -0.506 0.012
N -7.415483 -0.753715 1.216385 0.026 -0.007 0.065
C 8.247834 10.132264 3.933915 -0.003 0.020 -0.010
H 7.506216 12.072885 0.760328 -0.008 0.043 0.025
H -0.101997 -5.437342 -5.654257 -0.152 -0.174 -0.388
```
Positions in Å, forces in eV/Å.

highest occupied orbital energy: -10.67 eV
LUMO: -3.1 eV
largest force on an atom: 2.25 eV Å⁻¹
multiplicity: 1
total charge: +1
HOMO-LUMO gap: 0.278 Eh
molar mass: 1328.7 g/mol

Here are the Mulliken charges for atoms 1 to 6, given in e: -0.03 -0.39 -0.28 -0.06 -0.47 0.20

---

DFT (the ωB97M-V functional and the def2-TZVPD basis) results for the molecule C5H7N3O.

```
16
Properties=species:S:1:pos:R:3:forces:R:3
H 1.648001 -1.340421 1.351592 -0.192 0.473 -1.983
C -0.790471 0.496060 1.320057 -1.988 -0.188 -0.058
H 1.971345 -1.616898 -0.577792 -0.073 1.132 2.122
N 1.622944 1.538830 -2.154015 -0.673 -1.310 1.762
O -2.604658 -0.757553 0.496867 -0.320 -0.160 0.289
H -1.581750 0.881821 2.015800 1.403 -0.039 -0.326
C -0.492899 -0.742945 -0.582920 -0.454 -0.833 0.019
C 0.762712 0.092965 -0.132037 -0.708 -0.414 -1.213
H -1.167146 -0.304551 -1.337361 0.540 0.339 0.132
H 2.818950 -0.299910 0.457538 -1.423 -0.829 -0.348
N 0.296208 0.995830 0.909284 -0.278 0.106 0.801
C 1.825368 -0.863718 0.313071 2.780 -1.123 0.409
N -1.205769 -0.697761 0.697522 -0.211 -0.522 -0.095
C 1.259949 0.898124 -1.249575 0.811 1.460 -2.096
H -0.294915 -1.804580 -0.942381 0.118 1.350 0.733
H -2.938861 -1.596266 0.876562 0.669 0.558 -0.149
```
Positions in Å, forces in eV/Å.

highest occupied orbital energy: -9.83 eV
LUMO: 0.5 eV
largest force on an atom: 3.03 eV Å⁻¹
SMILES: C[C@@]1(C#N)CN(O)C=N1
multiplicity: 1
energy relative to the best compared isomer or geometry (same formula, charge and spin): 2.955 eV
HOMO-LUMO gap: 0.379 Eh
molar mass: 125.1 g/mol

Here are the natural (NBO) charges for atoms 1 to 6, given in e: 0.24 0.26 0.23 -0.30 -0.57 0.21